{
  "formula": "C28H49CoGeN2O3Te",
  "method": "the ωB97M-V functional and the def2-TZVPD basis",
  "charge": 2,
  "s_squared": 2.014,
  "gap_ev": [8.28, 4.69],
  "lumo_ev": [-5.37, -8.90],
  "homo_energy_ev": [-13.6, -13.6],
  "spin_multiplicity": 3,
  "symbols": ["Co", "C", "C", "C", "C", "O", "Ge", "O", "C", "C", "C", "C", "O", "C", "C", "C", "C", "H", "H", "H", "H", "H", "H", "H", "H", "H", "H", "H", "H", "H", "H", "H", "H", "H", "H", "H", "H", "H", "H", "H", "H", "H", "H", "H", "Te", "C", "C", "C", "C", "C", "C", "C", "C", "C", "C", "C", "C", "H", "H", "H", "H", "H", "H", "H", "H", "H", "H", "C", "C", "C", "C", "N", "N", "H", "H", "H", "H", "H", "H", "H", "H", "H", "H", "H", "H"],
  "positions_angstrom": [[0.69045, 0.78778, 0.23437], [4.20005, -1.46258, 0.01928], [3.29913, -0.58728, -0.84019], [3.82893, 0.83333, -0.89054], [3.17470, -1.16292, -2.23912], [2.00372, -0.52141, -0.18300], [0.91001, -1.80975, 0.74899], [-0.52650, -0.66658, -0.10316], [-1.12234, -1.05525, -1.37303], [-1.08545, 0.16979, -2.27671], [-0.38279, -2.20750, -2.04288], [-2.55362, -1.50597, -1.09448], [0.80219, -0.49788, 2.06931], [0.94308, -0.73231, 3.49438], [0.78149, -2.21239, 3.81336], [2.32658, -0.25627, 3.92499], [-0.14818, 0.06863, 4.19227], [5.19645, -1.53356, -0.41730], [3.80255, -2.47703, 0.09439], [4.29711, -1.04772, 1.02474], [4.79421, 0.86876, -1.39647], [3.96097, 1.21828, 0.12036], [3.14192, 1.48685, -1.43774], [4.14875, -1.15270, -2.72918], [2.48581, -0.57659, -2.85143], [2.83892, -2.20021, -2.21449], [-0.05441, 0.50361, -2.43029], [-1.65278, 1.00196, -1.83848], [-1.51492, -0.03870, -3.25759], [0.67511, -1.98844, -2.14520], [-0.78509, -2.37513, -3.04258], [-0.50449, -3.13737, -1.48490], [-3.24472, -0.66850, -0.95727], [-2.58479, -2.13552, -0.20498], [-2.94672, -2.08391, -1.93194], [1.56411, -2.81224, 3.34493], [-0.18861, -2.58729, 3.48037], [0.85088, -2.37300, 4.88949], [3.09453, -0.67626, 3.27430], [2.54494, -0.56367, 4.94820], [2.40763, 0.83651, 3.90535], [-1.13052, -0.19890, 3.79792], [0.01819, 1.14667, 4.07410], [-0.14906, -0.12209, 5.26615], [-3.43351, 1.49300, 0.50128], [-5.06608, 1.66752, -0.77486], [-4.89357, 1.81783, -2.14707], [-6.02125, 1.98851, -2.93632], [-7.28305, 2.00430, -2.35550], [-7.43594, 1.83788, -0.98666], [-6.32139, 1.66086, -0.17684], [-3.04430, 3.51913, 0.71429], [-3.02192, 4.37858, -0.38534], [-2.79319, 5.72885, -0.17308], [-2.60671, 6.21192, 1.11886], [-2.63347, 5.35205, 2.20888], [-2.84040, 3.99280, 2.01286], [-3.91292, 1.78264, -2.60550], [-5.91344, 2.09993, -4.00685], [-8.15679, 2.13883, -2.97866], [-8.42265, 1.83664, -0.54381], [-6.44895, 1.51849, 0.88963], [-3.19363, 4.01284, -1.38988], [-2.77501, 6.40886, -1.01475], [-2.44728, 7.27076, 1.27614], [-2.50155, 5.73637, 3.21194], [-2.86606, 3.32492, 2.86750], [1.28563, 4.47879, 2.56627], [1.82506, 3.74356, 1.34254], [1.37690, 4.40196, 0.04351], [3.34370, 3.64837, 1.40458], [1.32187, 2.32657, 1.35483], [-0.11250, 2.19582, 1.36043], [1.73417, 5.47052, 2.62051], [1.54039, 3.95247, 3.48991], [0.20240, 4.61528, 2.52559], [1.88197, 5.36109, -0.06966], [0.30220, 4.61227, 0.02281], [1.63864, 3.78319, -0.81722], [3.75935, 4.64602, 1.54060], [3.75456, 3.23227, 0.48719], [3.67126, 3.03537, 2.24836], [1.67966, 1.82772, 2.16798], [-0.52998, 3.06004, 1.03412], [-0.47605, 1.94444, 2.27443]],
  "atomic_forces_ev_per_a": [[0.19, 0.49, 0.62], [0.03, -0.04, 0.05], [0.08, 0.09, 0.25], [0.07, 0.04, -0.01], [-0.10, -0.03, -0.06], [-0.01, -0.02, -0.58], [-0.04, -0.58, -0.09], [-0.05, -0.27, -0.17], [-0.04, 0.25, 0.04], [-0.02, 0.06, -0.06], [0.04, -0.07, 0.05], [-0.04, -0.08, -0.07], [-0.08, 0.13, 0.31], [0.03, 0.07, -0.21], [-0.02, -0.07, 0.02], [0.04, 0.03, 0.06], [-0.01, 0.04, 0.07], [-0.01, 0.02, -0.01], [-0.01, 0.01, -0.01], [-0.01, 0.00, -0.02], [-0.01, -0.02, 0.00], [-0.01, -0.05, -0.02], [-0.01, -0.02, 0.00], [0.00, 0.02, 0.01], [0.00, 0.00, 0.02], [-0.03, 0.00, 0.02], [0.01, -0.03, -0.02], [0.04, -0.01, 0.04], [-0.01, -0.02, 0.01], [0.10, 0.02, -0.01], [-0.03, 0.02, 0.02], [0.03, 0.02, 0.03], [0.05, -0.04, -0.02], [0.01, 0.00, -0.01], [0.01, 0.02, -0.01], [0.00, 0.02, 0.00], [0.00, 0.02, -0.02], [-0.01, 0.02, 0.00], [-0.02, -0.02, 0.01], [-0.02, 0.01, 0.01], [0.00, -0.01, -0.07], [0.01, -0.01, -0.01], [0.00, 0.00, -0.02], [0.01, 0.00, -0.01], [-0.10, -0.05, 0.35], [0.04, -0.02, -0.15], [-0.10, -0.04, 0.00], [0.03, -0.01, 0.00], [-0.02, 0.01, -0.02], [0.03, -0.02, 0.04], [-0.07, 0.01, -0.10], [0.00, 0.01, -0.02], [-0.02, 0.10, 0.06], [0.00, -0.03, -0.02], [0.01, 0.05, -0.03], [0.01, -0.10, 0.04], [0.10, 0.14, 0.00], [0.01, 0.02, 0.02], [-0.01, 0.01, 0.01], [0.00, -0.01, 0.00], [0.01, 0.00, 0.00], [0.02, 0.02, 0.00], [-0.03, -0.02, 0.02], [0.00, -0.01, 0.02], [0.00, -0.01, 0.00], [-0.01, 0.00, -0.01], [-0.03, -0.01, -0.01], [0.02, 0.02, 0.03], [0.06, -0.12, -0.11], [0.00, 0.03, 0.00], [0.02, 0.02, -0.01], [-0.11, -0.11, -0.10], [0.04, 0.02, -0.30], [-0.02, -0.01, -0.01], [0.01, 0.01, -0.02], [0.00, -0.02, 0.00], [-0.02, 0.00, 0.02], [0.00, -0.01, -0.01], [0.01, 0.01, 0.01], [0.00, -0.01, 0.00], [-0.02, 0.03, 0.02], [0.00, 0.02, 0.00], [0.02, 0.05, 0.11], [-0.06, 0.06, 0.02], [0.00, -0.05, 0.06]]
}